No. 1
Entry from OMol25: 14 unconnected molecules or ions with the total composition C6H42N2O13 in a non-equilibrium geometry (the ωB97M-V functional and the def2-TZVPD basis).

The geometry in XYZ format:
```
63
Properties=species:S:1:pos:R:3:forces:R:3:lowdin_charge:R:1
C 3.746886 1.298666 -0.167030 -0.32 0.05 0.93 -0.057
C 2.529008 1.757230 0.662494 0.39 0.45 -1.37 -0.399
C 2.076790 0.610941 1.549501 -1.14 0.30 0.32 -0.177
C 2.362246 0.743957 3.055524 0.44 0.24 -0.54 -0.190
C 2.117475 2.092149 3.748823 1.25 -0.06 -0.69 -0.205
C 0.772235 2.736052 3.554084 -1.22 0.77 0.39 -0.265
N -0.406398 1.855508 3.573713 0.05 -0.25 0.55 0.012
N 1.429019 2.151834 -0.296674 0.86 -0.12 1.14 0.029
H 3.322876 0.576002 -0.861536 0.37 0.20 -0.61 0.082
H 4.317582 2.130295 -0.589864 -0.28 -0.27 -0.39 0.080
H 4.417912 0.714195 0.452597 0.32 0.05 0.25 0.072
H 2.744774 2.683555 1.201767 0.13 -0.31 0.28 0.127
H 1.011963 0.470847 1.378316 -0.46 0.22 0.20 0.096
H 2.454300 -0.351294 1.203332 0.45 0.07 -0.05 0.118
H 3.446404 0.617648 3.132616 -0.10 -0.55 0.44 0.112
H 1.818224 -0.061935 3.542268 0.27 -0.16 0.26 0.108
H 2.924547 2.738654 3.388500 -0.32 0.40 -0.32 0.102
H 2.461063 2.004155 4.781438 -0.74 -0.27 0.31 0.111
H 0.647573 3.374658 2.674080 0.75 -0.48 -0.40 0.088
H 0.589070 3.496452 4.321244 0.16 -0.23 0.28 0.117
H -0.604642 1.562773 4.522471 -0.02 0.12 0.21 0.085
H -0.243865 0.972315 3.105302 0.06 0.11 -0.41 0.059
H 1.083445 1.284537 -0.661373 -0.38 -0.37 -0.58 0.081
H 1.822053 2.684987 -1.065454 -0.03 -0.06 -0.02 0.100
H 2.117487 -2.361799 -4.955555 -0.10 0.69 0.13 0.013
H 1.993671 -3.568212 -5.793768 0.03 -0.50 -0.40 0.039
O 2.118394 -3.314160 -4.884286 0.52 -0.50 0.30 -0.046
H -5.012742 1.285627 -0.525848 -0.47 -0.16 0.14 0.051
H -3.795624 2.135589 -0.827153 -0.07 -0.29 0.62 0.020
O -4.085592 1.341357 -0.301135 -0.03 0.76 -0.78 -0.076
H -1.353579 -3.541613 -3.731558 -0.41 -0.19 -0.30 0.069
H -1.320114 -2.556289 -2.605480 -0.26 0.05 0.11 0.046
O -0.829144 -2.812621 -3.401809 0.23 0.30 0.07 -0.039
H -1.720357 -3.226858 0.754518 -0.14 0.21 0.16 -0.002
H -0.777718 -4.257138 0.175924 0.44 -0.20 -0.04 -0.013
O -1.707816 -4.012404 0.189386 -0.70 -0.17 0.14 -0.078
H -2.922279 2.262209 2.108746 -0.32 0.40 0.13 0.019
H -2.270844 2.920135 3.280789 0.04 -0.13 0.07 -0.010
O -3.047163 3.016661 2.711752 0.23 -0.31 -0.29 -0.081
H -2.172982 3.523499 -0.539520 -0.30 0.10 -0.21 0.013
H -2.658413 4.184280 -1.855952 -0.10 -0.09 0.00 0.056
O -2.957415 3.615752 -1.139628 0.55 0.07 0.14 -0.075
H -1.681645 0.720602 -0.193770 0.54 1.40 0.64 0.009
H -2.758501 0.247377 -1.124448 0.58 -0.36 0.97 0.067
O -1.987117 -0.073551 -0.589805 -0.46 -1.01 -1.61 -0.065
H -2.961926 -3.522208 -1.007836 0.13 0.15 -0.65 0.023
H -3.191618 -2.071338 -1.172339 -0.10 0.38 -0.07 0.001
O -3.273961 -2.874888 -1.691306 0.17 -0.39 0.50 -0.081
H 1.883499 -4.394835 -3.000854 -1.01 -0.20 -0.13 0.052
H 0.371318 -4.023986 -2.976400 0.20 0.33 -0.19 -0.013
O 0.998150 -4.722276 -2.731121 0.99 -0.31 0.44 -0.079
H -1.026523 3.562454 1.449965 0.23 -0.47 -0.85 0.036
H 0.126224 2.917948 0.436378 -0.48 0.12 -0.04 -0.003
O -0.823902 3.223302 0.551125 -0.42 0.31 0.67 -0.118
H 0.949522 -4.473182 -0.996253 0.44 -0.10 -0.01 0.008
H 1.740927 -4.392452 0.391640 -0.10 -0.16 -0.28 0.053
O 0.911650 -4.197863 -0.053621 0.13 0.18 0.21 -0.070
H -2.852606 -1.629171 2.058963 -1.01 0.09 0.53 0.036
H -2.118130 -0.951298 0.851104 -0.13 -0.80 0.59 0.013
O -2.040748 -1.628479 1.583541 1.05 0.64 -0.90 -0.065
H 0.449126 -1.815358 -6.267714 -0.25 -0.15 -0.24 0.036
H 0.180705 -1.498357 -4.794664 0.16 0.09 -0.57 0.031
O 0.667246 -1.180638 -5.588147 -0.29 0.39 0.81 -0.068
```
Positions in Å, forces in eV/Å.

Orbital gap ... 10.43 eV
Charge ... 0
LUMO ... 0.010 Eh
Relative energy (zero: lowest compared OMol25 entry of this formula, charge and spin) ... 1.024 eV



No. 2
Entry from OMol25: a gas-phase ion, C4H11N2O (charge +1) in a non-equilibrium geometry (the ωB97M-V functional and the def2-TZVPD basis).

The geometry in XYZ format:
```
18
Properties=species:S:1:pos:R:3:forces:R:3:lowdin_charge:R:1
C -0.730532 1.552245 1.306380 -1.28 0.53 -1.52 -0.042
C -0.460348 0.843561 -0.023662 -0.06 -0.65 0.70 -0.320
N 0.857758 1.397771 -0.537880 -1.07 -1.07 0.48 0.197
C -0.482044 -0.709967 0.127554 -0.82 0.91 1.25 -0.046
C 0.444318 -1.519746 -0.726236 1.90 -0.20 -0.60 -0.466
N 0.491797 -2.857708 -0.699206 -1.10 0.17 0.58 0.204
O 1.310648 -0.959865 -1.433623 -0.94 0.61 0.18 0.016
H -0.810360 2.625640 1.070574 0.62 -0.06 0.41 0.097
H -0.003359 1.311813 2.066280 -0.03 0.03 0.38 0.095
H -1.779645 1.369800 1.557777 0.33 -0.52 0.61 0.104
H -1.272133 1.136370 -0.698470 0.63 0.07 -0.34 0.157
H 1.563732 1.333549 0.188463 0.10 0.13 0.31 0.164
H 0.602122 2.372265 -0.655177 0.87 0.22 -1.00 0.163
H 1.189594 0.680886 -1.263951 -0.13 0.53 -0.36 0.135
H -0.367133 -0.860553 1.214147 0.66 -0.55 -0.38 0.137
H -1.532534 -0.990103 0.026907 0.06 -0.23 -0.48 0.141
H -0.084830 -3.446196 -0.110144 0.04 0.25 -0.26 0.133
H 1.062948 -3.279770 -1.409725 0.23 -0.18 0.05 0.132
```
Positions in Å, forces in eV/Å.

Orbital gap ... 11.55 eV
Charge ... +1
LUMO ... -0.112 Eh
Relative energy (zero: lowest compared OMol25 entry of this formula, charge and spin) ... 0.636 eV



No. 3
Entry from OMol25: a molecular structure, C10H35MnO10 in a non-equilibrium geometry (the ωB97M-V functional and the def2-TZVPD basis).

The geometry in XYZ format:
```
56
Properties=species:S:1:pos:R:3:forces:R:3:mulliken_spin:R:1
Mn 14.924951 -8.317168 -15.329927 1.06 1.63 -0.28 4.900
C 16.767825 -4.653270 -14.890768 -0.12 -0.26 0.20 0.022
C 16.061571 -5.979208 -15.131779 1.98 0.73 -0.76 -0.042
O 15.037480 -6.363678 -14.527773 -1.91 0.10 1.24 0.064
O 16.593643 -6.749803 -15.952552 0.06 -1.48 -1.09 0.026
H 16.030844 -3.850372 -14.873586 0.27 0.14 0.41 -0.004
H 17.563993 -4.386338 -15.585734 -0.51 -0.32 -0.68 -0.001
H 17.394680 -4.763294 -14.005861 -0.66 0.16 0.61 0.003
C 13.061382 -6.737726 -17.445601 -1.33 0.88 -1.26 0.004
O 13.842096 -7.875792 -17.181957 1.28 -1.62 2.03 0.004
H 13.407102 -5.827936 -16.954833 0.55 -0.37 -0.13 -0.001
H 13.105930 -6.697981 -18.533958 -0.27 0.95 0.04 0.002
H 12.021704 -6.876512 -17.149097 0.00 -0.17 0.09 0.001
H 13.454628 -8.624474 -17.641241 -0.08 -0.15 -0.29 0.001
C 14.087406 -2.750530 -12.720780 0.87 -1.05 0.39 0.058
O 14.142881 -1.617853 -11.969750 -0.24 0.07 -1.00 0.679
H 14.683307 -3.587399 -12.356564 0.24 0.25 0.17 -0.004
H 13.051068 -3.086048 -12.681735 -1.16 -0.01 -0.26 0.139
H 14.259852 -2.558163 -13.779719 -0.25 0.55 -0.51 0.091
H 14.714428 -1.800346 -11.220332 0.73 0.17 1.39 -0.017
C 17.570574 -9.369807 -13.935156 1.12 0.21 0.43 0.003
O 16.165466 -8.972462 -13.739222 0.54 -0.43 -0.88 0.010
H 18.143633 -9.225931 -13.019184 -0.52 -0.37 0.39 0.002
H 17.685092 -10.397901 -14.278686 -0.52 0.08 0.13 -0.002
H 18.142486 -8.716884 -14.594481 -0.87 0.23 -0.59 0.007
H 16.009099 -8.734742 -12.822361 0.01 0.00 0.12 0.002
C 15.773189 -4.457354 -19.219762 -0.41 0.66 -0.91 0.000
O 16.185888 -4.126955 -17.907342 -0.23 -1.10 0.45 0.000
H 14.708927 -4.257436 -19.344220 -0.05 0.40 0.00 0.000
H 16.361946 -3.810513 -19.870192 -0.28 -0.22 -0.35 0.000
H 15.866346 -5.493330 -19.545611 0.62 -0.16 0.46 0.000
H 16.413420 -4.944551 -17.458604 0.23 -0.05 0.17 -0.001
C 20.130329 -6.731585 -14.550354 -0.59 -0.57 -1.40 0.000
O 20.916936 -5.595315 -14.608690 0.69 0.62 1.19 0.000
H 20.652670 -7.627795 -14.215564 0.20 -0.08 -0.03 0.000
H 19.240260 -6.610106 -13.933006 -0.34 0.10 0.17 0.000
H 19.856795 -6.830941 -15.600778 -0.55 -0.74 0.12 0.000
H 21.338280 -5.580446 -13.746217 0.54 0.66 -0.02 0.000
C 17.555287 -9.111220 -19.034062 -0.11 -0.08 -2.34 -0.001
O 18.278555 -8.631176 -17.960525 -0.12 -0.25 1.65 0.000
H 17.895868 -10.053085 -19.464171 0.49 -0.03 0.53 0.000
H 16.487260 -9.259302 -18.874389 -0.29 0.17 0.35 0.001
H 17.710992 -8.363375 -19.811601 -0.56 -0.16 -0.63 0.000
H 17.715018 -7.910109 -17.670552 0.51 0.43 0.60 0.004
C 17.787799 -3.076484 -11.810882 1.02 1.20 0.99 0.005
O 17.199994 -3.337487 -10.551558 -0.84 -0.29 -0.06 0.039
H 18.448338 -3.894660 -12.097897 -0.51 -0.18 -0.73 0.003
H 17.031706 -2.689241 -12.493867 0.10 -0.73 -0.30 -0.003
H 18.454923 -2.230458 -11.645681 0.25 0.24 -0.41 0.006
H 17.930411 -3.490894 -9.947765 -0.12 -0.03 0.38 -0.001
C 17.859400 -1.141559 -17.809365 0.27 -0.07 0.49 0.000
O 16.977870 -1.777371 -16.842124 0.60 1.26 -0.33 0.000
H 18.119206 -0.132491 -17.489380 -0.33 -0.08 0.47 0.000
H 18.816599 -1.657736 -17.883155 -0.04 -0.32 0.04 0.000
H 17.493172 -0.996313 -18.825671 -0.62 -0.44 0.07 0.000
H 16.577490 -2.568682 -17.209720 0.20 -0.12 -0.51 0.000
```
Positions in Å, forces in eV/Å.

Spin multiplicity ... 7
Orbital gap (alpha / beta) ... 7.39 / 1.75 eV
Charge ... +2
LUMO (alpha / beta) ... -0.242 / -0.449 Eh



No. 4
Entry from OMol25: a molecular structure, C36H45BN7PbS4 (the ωB97M-V functional and the def2-TZVPD basis).

The geometry in XYZ format:
```
94
Properties=species:S:1:pos:R:3:forces:R:3:lowdin_charge:R:1
Pb -2.406367 -0.346249 2.538553 -0.22 -0.07 0.11 1.063
C 1.520945 -3.951633 2.303695 0.00 0.00 0.05 -0.037
C 1.860436 -2.638980 1.671138 0.09 0.03 -0.04 -0.219
C 3.146637 -2.307297 1.349497 -0.03 -0.01 -0.02 0.108
C 3.468850 -1.054616 0.777318 -0.01 -0.04 0.05 -0.162
N 2.525256 -0.176783 0.528464 0.08 0.08 -0.04 0.216
N 1.256772 -0.504826 0.817198 -0.03 -0.11 0.03 0.055
B 0.230037 0.550577 0.430536 0.04 0.28 0.03 -0.740
N -0.857750 0.192534 -0.457850 0.10 -0.08 -0.05 -0.290
N -0.365171 -0.542420 -1.520257 -0.12 -0.08 -0.03 0.138
C -0.961628 -0.822947 -2.620408 0.17 -0.05 0.03 -0.210
C -2.326983 -0.452810 -3.006667 -0.14 0.04 -0.06 0.025
C -3.415342 -0.486512 -2.229678 0.04 -0.05 -0.03 -0.294
C -4.726726 0.094197 -2.657894 -0.01 0.04 0.01 -0.008
C -3.215925 -0.921708 -0.803286 0.00 -0.03 -0.03 -0.370
S -2.467222 0.592710 -0.052700 0.04 -0.01 0.14 1.069
C -0.108263 -1.531944 -3.672402 0.02 0.06 0.01 -0.542
C 0.341825 -0.459536 -4.679556 -0.03 -0.02 0.00 -0.017
C -0.942318 -2.602399 -4.385473 -0.01 -0.03 0.00 -0.029
C 1.121117 -2.187747 -3.041716 -0.01 0.04 -0.02 -0.048
N -0.028668 1.655175 1.486390 -0.06 0.05 0.08 0.110
N 0.763298 2.041031 0.475849 -0.04 -0.09 -0.08 0.239
C 1.140862 3.281330 0.298735 0.04 0.01 0.00 -0.087
C 0.763629 4.178443 1.340826 -0.06 -0.03 0.08 0.127
C -0.017785 3.804231 2.402183 0.07 0.05 -0.14 -0.189
C -0.421188 4.744830 3.483767 0.02 0.03 0.03 -0.023
C -0.490351 2.443008 2.430128 -0.08 -0.15 0.13 -0.579
S -1.595120 1.857885 3.615800 0.13 0.10 -0.15 0.752
C 1.887811 3.696478 -0.940009 -0.03 -0.02 -0.02 -0.523
C 1.092372 4.836573 -1.602066 0.01 0.00 0.00 -0.009
C 3.278090 4.201563 -0.523133 0.01 0.01 0.01 0.001
C 1.999137 2.517726 -1.905739 0.01 -0.01 0.01 -0.026
C 0.881245 -1.655657 1.379462 -0.03 -0.01 0.01 -0.487
S -0.785290 -2.102788 1.696013 0.00 -0.05 0.04 0.766
C 4.910769 -0.719993 0.454234 0.00 0.01 -0.05 -0.544
C 5.047072 0.690125 -0.107752 -0.02 0.01 0.00 -0.049
C 5.412351 -1.736405 -0.586010 0.01 0.02 0.01 -0.015
C 5.736082 -0.836731 1.745730 0.02 -0.01 0.01 -0.019
H 2.366637 -4.630885 2.227533 0.00 0.00 0.02 0.102
H 1.289998 -3.811334 3.361900 -0.03 0.00 -0.01 0.109
H 0.657246 -4.423602 1.838471 0.01 -0.01 -0.04 0.077
H 3.941960 -3.013588 1.547242 0.00 -0.01 -0.01 0.141
H -2.437192 -0.134486 -4.037183 -0.03 0.00 0.02 0.134
H -4.665195 0.461539 -3.679378 0.00 0.01 0.00 0.102
H -5.558985 -0.603281 -2.597766 0.02 0.00 -0.02 0.080
H -4.978020 0.942169 -2.010875 -0.02 -0.01 0.00 0.106
H -0.504923 0.070309 -5.120070 0.04 -0.01 -0.03 0.087
H 0.997081 0.270298 -4.200578 0.01 0.01 -0.01 0.081
H 0.890489 -0.930336 -5.495277 0.01 0.00 0.01 0.104
H -1.749843 -2.178557 -4.982656 -0.02 0.02 0.02 0.089
H -0.300714 -3.160004 -5.067234 0.00 0.00 -0.01 0.101
H -1.371733 -3.315251 -3.678274 0.00 -0.01 0.01 0.096
H 1.764753 -1.454446 -2.555052 0.00 0.00 0.01 0.067
H 0.831371 -2.942880 -2.307664 0.01 0.00 0.01 0.088
H 1.698937 -2.681918 -3.822340 0.00 0.00 0.00 0.099
H 1.099432 5.204602 1.269318 -0.01 0.00 0.01 0.147
H 0.019293 5.726765 3.332436 0.00 0.00 0.00 0.104
H -1.507965 4.847846 3.517456 0.00 -0.01 0.00 0.105
H -0.101383 4.363274 4.456177 -0.01 0.00 0.00 0.108
H 1.018422 5.718868 -0.966121 -0.01 0.00 0.00 0.092
H 1.611969 5.137333 -2.511364 0.01 0.00 0.00 0.109
H 0.087150 4.516064 -1.881226 -0.01 0.00 0.00 0.099
H 3.217370 5.094964 0.099595 0.00 -0.01 0.01 0.096
H 3.838389 3.436734 0.013333 0.01 -0.01 0.00 0.076
H 3.838546 4.465547 -1.419433 -0.01 0.01 0.00 0.110
H 1.012615 2.173391 -2.227594 0.00 0.00 0.00 0.086
H 2.544022 2.834845 -2.793809 0.01 0.00 0.00 0.110
H 2.532934 1.680448 -1.455979 0.01 -0.01 -0.01 0.060
H 4.509229 0.800800 -1.049489 0.00 0.01 0.00 0.076
H 4.680171 1.434564 0.599978 0.00 0.01 0.00 0.074
H 6.099670 0.895832 -0.297820 0.00 0.00 0.00 0.105
H 4.828604 -1.682233 -1.506615 0.00 -0.01 0.00 0.093
H 6.450024 -1.511632 -0.831011 0.00 0.00 0.00 0.105
H 5.383196 -2.761394 -0.214264 -0.01 -0.01 0.00 0.089
H 5.372014 -0.154592 2.515952 0.00 0.01 0.00 0.098
H 5.738435 -1.849407 2.150680 0.00 0.01 0.01 0.087
H 6.771734 -0.576002 1.529907 0.00 0.00 0.00 0.104
S -5.978895 -2.017460 4.861905 0.03 0.01 0.01 1.164
C -4.896095 -1.397194 6.023861 -0.06 -0.02 -0.04 -0.341
C -3.766350 -0.874043 5.464870 0.14 0.08 0.03 -0.179
C -3.803662 -0.996191 4.057924 -0.09 -0.08 0.04 -0.373
C -4.939694 -1.594781 3.575310 0.14 0.08 -0.02 -0.519
C -5.196277 -1.838764 2.154686 -0.12 -0.09 -0.11 -0.258
C -6.243989 -2.601928 1.657015 0.00 0.00 -0.01 0.031
C -6.317633 -2.811277 0.290936 -0.01 0.00 0.03 0.027
C -5.365183 -2.253988 -0.555973 0.03 0.01 0.01 0.026
C -4.369168 -1.475714 0.003120 0.02 0.05 0.00 -0.253
N -4.300679 -1.289725 1.322391 0.02 0.04 -0.02 0.008
H -5.150004 -1.449424 7.071309 0.00 0.00 0.01 0.096
H -2.963641 -0.439325 6.041886 0.00 0.00 0.00 0.116
H -6.972305 -3.042419 2.324114 0.00 0.00 0.01 0.126
H -7.111496 -3.421548 -0.118890 0.00 0.00 0.00 0.139
H -5.392329 -2.445992 -1.617900 0.00 -0.01 0.01 0.130
H -2.400800 -1.649060 -0.740356 0.00 0.01 -0.02 0.112
```
Positions in Å, forces in eV/Å.

Orbital gap ... 6.36 eV
Charge ... +3
LUMO ... -0.357 Eh



no.,DFT total energy (hartree)
1,-1341.45203
2,-343.54079
3,-2304.59602
4,-3591.64903